Arrangement A

ORCA calculation (wB97M-V/def2-TZVPD) on a single C5H14N2 molecule.

Bonds (Å) are listed after each position.
Positions of all 21 atoms, in Å:
1 C 1.5263 -0.8629 -1.6616  N2 1.434, H8 1.095, H9 1.094, H10 1.104
2 N 1.4353 0.3845 -0.9594  C1 1.434, C5 1.455, H11 1.010
3 C -2.2602 0.5224 0.0157  C4 1.541, H12 1.088, H13 1.094, H14 1.096
4 C -0.9798 0.2322 -0.7908  C3 1.541, C5 1.519, H15 1.093, H16 1.097
5 C 0.3050 0.6002 -0.0693  N2 1.455, C4 1.519, C6 1.608, H17 1.092
6 C 0.5376 -0.3182 1.2300  C5 1.608, N7 1.458, H18 1.093, H19 1.094
7 N -0.2235 0.1849 2.3672  C6 1.458, H20 1.011, H21 1.013
8 H 0.8386 -0.8973 -2.5124  C1 1.095
9 H 2.5135 -1.0298 -2.1032  C1 1.094
10 H 1.2490 -1.8002 -1.1483  C1 1.104
11 H 2.3229 0.6334 -0.5470  N2 1.010
12 H -3.1338 0.3104 -0.5977  C3 1.088
13 H -2.2500 -0.1799 0.8548  C3 1.094
14 H -2.1614 1.4993 0.5026  C3 1.096
15 H -0.9545 0.6519 -1.7992  C4 1.093
16 H -0.9835 -0.8517 -0.9581  C4 1.097
17 H 0.2977 1.6239 0.3110  C5 1.092
18 H 1.6199 -0.3862 1.3667  C6 1.093
19 H 0.2474 -1.3309 0.9346  C6 1.094
20 H 0.1833 -0.1797 3.2180  N7 1.011
21 H -0.1297 1.1937 2.3465  N7 1.013

Summary:
HOMO energy in eV: -8.354
SMILES: CC[C@@H](CN)NC


Arrangement B

ORCA calculation (wB97M-V/def2-TZVPD) on a single C5H14N2 molecule.

Bonds (Å) are listed after each position.
Positions of all 21 atoms, in Å:
1 N 0.3741 0.6050 3.2498  C2 1.458, H8 1.007, H9 1.003
2 C 0.8383 0.7763 1.8778  N1 1.458, C3 1.547, H10 1.072, H11 1.086
3 C -0.3047 0.5153 0.8685  C2 1.547, N4 1.458, H12 1.092, H13 1.093
4 N 0.2103 0.0015 -0.3954  C3 1.458, C5 1.475, C7 1.452
5 C -0.5894 0.4916 -1.5337  N4 1.475, C6 1.538, H14 1.084, H15 1.107
6 C -0.2880 -0.1543 -2.8962  C5 1.538, H16 1.088, H17 1.094, H18 1.089
7 C 0.2625 -1.4481 -0.3326  N4 1.452, H19 1.098, H20 1.089, H21 1.093
8 H -0.6094 0.7279 3.4261  N1 1.007
9 H 0.7407 -0.1454 3.8048  N1 1.003
10 H 1.1854 1.7776 1.7159  C2 1.072
11 H 1.6952 0.1207 1.7536  C2 1.086
12 H -1.0163 -0.1570 1.3533  C3 1.092
13 H -0.7571 1.4925 0.6806  C3 1.093
14 H -0.4155 1.5609 -1.5709  C5 1.084
15 H -1.6585 0.2930 -1.3267  C5 1.107
16 H 0.0525 -1.1847 -2.8223  C6 1.088
17 H 0.5163 0.4197 -3.3650  C6 1.094
18 H -1.1765 -0.1569 -3.5254  C6 1.089
19 H -0.7170 -1.9403 -0.3942  C7 1.098
20 H 0.8575 -1.8650 -1.1445  C7 1.089
21 H 0.7997 -1.7302 0.5765  C7 1.093

Summary:
HOMO energy in eV: -8.417
SMILES: CCN(C)CCN


The structure with the least stability is arrangement B.